C36H90F8K3N4O40P6S8 | wB97M-V/def2-TZVPD

As for the charge: -1. Its gap between HOMO and LUMO is 8.04 eV. Its total energy is -12487.3722 Eh. For the HOMO energy, the calculation gives -7.48 eV. The value obtained for the maximum force is 11.07 eV/A.

Last column: Mulliken charge in e.
Positions of all 195 atoms, in Å:
K (-1.623, -2.033, 4.206)  0.80
K (1.367, -0.119, 2.966)  0.80
K (-3.799, -4.070, -0.081)  1.00
N (-0.409, -1.578, 1.617)  0.93
S (-0.020, -2.746, 0.721)  0.34
O (0.730, -2.482, -0.518)  -0.37
O (-1.014, -3.765, 0.609)  -0.27
F (1.156, -3.319, 1.700)  -0.17
S (-1.320, -0.852, 0.433)  -0.93
O (-2.520, -1.585, 0.099)  -0.39
O (-0.679, -0.032, -0.567)  0.09
F (-1.886, 0.357, 1.347)  -0.16
N (-1.279, 0.031, 5.957)  -0.17
S (-0.112, 0.670, 6.648)  0.99
O (-0.344, 1.723, 7.606)  -0.68
O (1.179, 0.672, 5.964)  -0.43
F (0.241, -0.536, 7.721)  -0.37
S (-1.506, 1.454, 4.986)  0.77
O (-0.509, 1.846, 4.034)  -0.19
O (-2.473, 2.406, 5.447)  -0.57
F (-2.425, 0.594, 3.954)  -0.24
N (-1.562, -7.219, 2.113)  -0.45
S (-2.656, -6.575, 3.007)  1.02
O (-3.153, -5.313, 2.452)  -0.59
O (-2.588, -6.702, 4.481)  -0.59
F (-3.795, -7.659, 2.540)  -0.35
S (-0.300, -6.416, 3.069)  0.99
O (0.428, -7.340, 3.955)  -0.67
O (-0.396, -5.044, 3.530)  -0.10
F (0.758, -6.215, 1.849)  -0.21
N (-2.638, -5.211, -2.233)  -0.13
S (-3.141, -5.544, -3.656)  0.98
O (-2.349, -6.515, -4.372)  -0.61
O (-3.965, -4.544, -4.314)  -0.59
F (-4.365, -6.502, -3.188)  -0.35
S (-1.273, -4.455, -2.902)  1.09
O (-1.141, -3.954, -4.273)  -0.61
O (-0.041, -4.904, -2.274)  -0.70
F (-1.559, -3.090, -2.147)  -0.10
C (5.194, -0.843, 6.662)  -1.26
C (4.036, -1.754, 7.047)  -0.22
O (3.304, -1.787, 5.840)  0.29
P (2.119, -2.821, 5.736)  -1.15
O (0.990, -2.432, 4.867)  1.50
O (2.938, -4.139, 5.312)  -0.24
C (3.458, -4.159, 3.960)  0.60
C (3.609, -5.636, 3.545)  -0.96
O (1.651, -3.146, 7.261)  -0.42
C (0.277, -3.499, 7.529)  0.22
C (0.116, -5.020, 7.281)  -1.16
H (5.833, -1.406, 5.982)  0.30
H (4.855, 0.085, 6.204)  0.23
H (5.727, -0.538, 7.564)  0.40
H (4.313, -2.789, 7.252)  0.37
H (3.463, -1.332, 7.873)  0.24
H (2.862, -3.619, 3.223)  -0.46
H (4.420, -3.645, 3.955)  0.37
H (3.863, -5.609, 2.483)  0.10
H (4.539, -6.089, 3.890)  0.43
H (2.734, -6.263, 3.704)  0.19
H (0.044, -3.124, 8.525)  0.46
H (-0.416, -2.889, 6.947)  -0.33
H (0.666, -5.546, 8.065)  0.35
H (-0.863, -5.391, 7.592)  0.48
H (0.438, -5.454, 6.336)  0.14
C (-2.993, 1.636, -2.744)  -1.45
C (-4.495, 1.397, -2.416)  0.06
O (-4.542, 0.054, -2.163)  0.13
P (-5.985, -0.603, -1.702)  0.99
O (-6.026, -2.050, -1.605)  -0.75
O (-6.332, 0.180, -0.314)  -0.34
C (-5.539, -0.113, 0.834)  0.26
C (-5.064, 1.262, 1.367)  -0.62
O (-7.036, -0.018, -2.782)  -0.36
C (-8.382, -0.545, -2.746)  -0.43
C (-9.260, -0.047, -3.935)  -1.13
H (-2.723, 2.679, -2.588)  0.33
H (-2.455, 0.839, -2.231)  0.25
H (-2.874, 1.375, -3.796)  0.48
H (-4.765, 2.022, -1.563)  0.14
H (-5.070, 1.626, -3.314)  0.20
H (-6.204, -0.740, 1.428)  0.41
H (-4.650, -0.688, 0.571)  -0.34
H (-4.553, 1.161, 2.324)  0.21
H (-4.408, 1.777, 0.665)  -0.25
H (-5.904, 1.956, 1.407)  0.49
H (-8.355, -1.634, -2.797)  0.35
H (-8.801, -0.338, -1.760)  0.32
H (-9.349, 1.038, -3.971)  0.25
H (-8.850, -0.517, -4.827)  0.30
H (-10.247, -0.453, -3.707)  0.39
C (4.378, 5.916, 0.149)  -0.95
C (4.013, 5.570, 1.618)  -0.27
O (4.138, 4.168, 1.812)  -0.41
P (2.818, 3.319, 2.274)  0.55
O (3.064, 1.913, 2.619)  -1.04
O (1.995, 4.207, 3.374)  -0.09
C (2.549, 4.159, 4.650)  0.09
C (1.975, 5.383, 5.363)  -1.42
O (1.906, 3.483, 0.932)  0.14
C (0.852, 2.518, 0.608)  0.97
C (0.096, 3.057, -0.581)  0.29
H (3.784, 6.756, -0.210)  0.31
H (5.444, 6.133, 0.212)  0.38
H (4.257, 5.081, -0.540)  0.07
H (4.690, 6.092, 2.294)  0.47
H (3.013, 5.910, 1.888)  0.20
H (2.274, 3.270, 5.221)  -0.04
H (3.640, 4.148, 4.612)  0.45
H (0.893, 5.395, 5.496)  0.28
H (2.306, 5.396, 6.404)  0.42
H (2.232, 6.344, 4.919)  0.34
H (1.231, 1.519, 0.382)  0.18
H (0.260, 2.332, 1.506)  -0.49
H (0.574, 3.857, -1.150)  0.15
H (-0.076, 2.314, -1.358)  -0.52
H (-0.764, 3.618, -0.211)  -0.36
C (-7.735, 3.853, -2.148)  -0.90
C (-6.851, 5.041, -2.100)  -0.46
O (-5.732, 4.680, -1.225)  0.01
P (-5.459, 5.362, 0.169)  0.08
O (-6.637, 5.671, 1.011)  -0.79
O (-4.365, 4.367, 0.846)  0.75
C (-3.968, 4.522, 2.158)  -0.83
C (-2.600, 3.968, 2.341)  -0.28
O (-4.525, 6.681, -0.207)  -0.40
C (-3.426, 6.494, -1.049)  0.57
C (-2.423, 7.612, -0.903)  -1.45
H (-8.379, 3.782, -1.271)  0.31
H (-8.450, 3.951, -2.967)  0.46
H (-7.226, 2.904, -2.309)  0.00
H (-6.509, 5.364, -3.083)  0.32
H (-7.379, 5.929, -1.750)  0.43
H (-4.031, 5.554, 2.506)  0.57
H (-4.532, 3.895, 2.853)  0.16
H (-2.554, 2.934, 1.997)  -0.32
H (-1.937, 4.461, 1.624)  0.21
H (-2.085, 4.116, 3.289)  0.48
H (-2.919, 5.536, -0.926)  -0.11
H (-3.869, 6.486, -2.047)  0.18
H (-2.073, 7.702, 0.125)  0.33
H (-1.590, 7.528, -1.602)  0.37
H (-2.819, 8.599, -1.150)  0.35
C (3.158, -4.833, -0.429)  -1.02
C (3.303, -4.714, -1.936)  0.02
O (4.395, -3.806, -2.240)  -0.18
P (4.923, -3.711, -3.777)  0.61
O (5.828, -2.643, -4.170)  -0.73
O (5.513, -5.180, -4.045)  -0.29
C (5.810, -5.687, -5.398)  -0.05
C (6.720, -6.864, -5.347)  -1.28
O (3.598, -3.790, -4.663)  -0.20
C (2.951, -2.566, -5.006)  1.01
C (2.462, -2.703, -6.505)  -1.48
H (4.007, -5.324, 0.051)  0.50
H (3.067, -3.876, 0.086)  0.07
H (2.331, -5.450, -0.077)  0.39
H (3.401, -5.727, -2.331)  0.20
H (2.383, -4.388, -2.422)  0.14
H (4.901, -5.877, -5.968)  0.28
H (6.388, -4.970, -5.983)  0.25
H (6.181, -7.805, -5.232)  0.30
H (7.272, -7.004, -6.278)  0.39
H (7.464, -6.684, -4.572)  0.32
H (2.089, -2.419, -4.355)  0.14
H (3.645, -1.727, -5.003)  -0.39
H (3.324, -2.999, -7.105)  0.40
H (1.717, -3.493, -6.597)  0.33
H (2.142, -1.721, -6.851)  0.33
C (2.246, 5.385, -3.367)  -1.23
C (3.324, 4.345, -3.546)  -0.25
O (2.753, 3.038, -3.774)  0.06
P (3.433, 2.008, -4.868)  0.13
O (3.453, 2.542, -6.253)  -0.81
O (4.832, 1.633, -4.114)  -0.18
C (5.647, 0.643, -4.664)  0.09
C (6.799, 1.459, -5.319)  -1.37
O (2.493, 0.769, -4.755)  0.28
C (1.186, 0.984, -5.237)  -0.84
C (0.272, 1.254, -3.981)  -0.03
H (2.521, 6.146, -2.637)  0.28
H (2.137, 5.840, -4.352)  0.40
H (1.240, 5.089, -3.069)  0.18
H (3.916, 4.680, -4.400)  0.42
H (4.062, 4.333, -2.743)  0.32
H (6.141, 0.174, -3.813)  0.22
H (5.264, -0.089, -5.373)  0.19
H (7.025, 2.226, -4.575)  0.33
H (7.710, 0.901, -5.531)  0.40
H (6.525, 2.143, -6.123)  0.32
H (1.153, 1.766, -5.995)  0.39
H (0.834, 0.070, -5.716)  0.35
H (0.523, 2.215, -3.534)  0.05
H (-0.800, 1.162, -4.140)  0.03
H (0.541, 0.554, -3.188)  0.24